[1]
Below is an isolated ion of composition C6H13N2O2 and charge +1, with properties calculated with ωB97M-V with the def2-TZVPD basis set.

Structure (ORCA input):
```
! wB97M-V def2-TZVPD RIJCOSX def2/J DEFGRID3
* xyz 1 1
C -2.4145 -0.5916 0.2494
H 1.6556 -1.3565 -1.8957
O -0.4415 0.3535 1.3492
H 3.3707 0.1838 -0.9255
H 0.9960 -0.9136 1.8512
H 3.0295 -1.0525 0.1692
C 0.8288 1.4941 -0.7106
C 0.3981 -0.6676 0.9907
O -2.0513 -1.5671 -0.3578
H -3.9650 -1.5155 0.6567
N -3.7468 -0.5037 0.6764
H -2.2565 1.3170 1.2656
H -0.1686 -1.4997 0.5788
C -1.6213 0.5105 0.8757
H 0.9571 2.1149 0.3016
C 2.7561 0.0262 -0.0191
C 1.2937 0.1209 -0.4611
N 1.0657 -0.6261 -1.5547
H 1.5683 1.9147 -1.4456
H 2.8646 0.7124 0.8459
H -0.1103 1.7378 -1.1665
H -4.3131 0.2537 0.9904
H 0.3046 -0.4457 -2.2642
*
```

As for the LUMO energy: -5.959 eV. The value obtained for the frontier orbital gap is 6.796 eV.


[2]
Below is C41H42F6N5O3PtS as an isolated structure, with properties calculated with ωB97M-V with the def2-TZVPD basis set.

Structure (ORCA input):
```
! wB97M-V def2-TZVPD RIJCOSX def2/J DEFGRID3
* xyz 3 1
H -0.1366 -1.4579 6.7996
H -6.4445 2.0551 0.7256
C -4.9182 5.1401 0.3402
C -8.3390 -4.7599 0.0817
C -3.5062 -6.3197 -0.7100
H -3.9052 3.0654 -1.3904
H -10.7231 -2.2621 -1.3347
H -1.7912 1.8266 -1.6878
H -6.3283 4.5299 2.5805
H 1.3604 0.6148 6.8597
C -0.9926 -0.8132 6.9798
C -2.2410 -2.2495 -0.2499
H -3.4212 2.5817 2.8306
Pt 0.1457 0.0124 -0.0116
H -10.9097 -4.5163 -2.0350
H -2.6374 -8.2565 -1.3154
C -3.8429 2.9545 0.7686
C -3.6432 -2.6290 -0.2434
C -0.5543 0.5130 4.9182
C 0.7254 -0.2842 3.0471
C -1.3496 -3.3309 -0.4691
H -1.1075 -5.4155 -0.7309
F 2.9763 -0.3745 -0.0222
C -5.1079 3.7572 0.9857
F 3.1067 4.2990 -0.4765
C 0.1909 -3.1175 -0.5152
C 3.7550 3.1568 -0.3232
H -7.5721 -5.5016 0.2890
S 1.3266 2.0701 -0.6349
C 3.7023 0.7506 -0.1100
H -4.2776 -0.6104 0.0879
C 5.8017 1.9324 0.0286
C -5.9320 -1.9238 -0.1067
C -4.6007 -1.6273 -0.0715
C -2.1910 2.0138 -0.6979
H -8.8069 -1.8884 0.4212
H -6.1124 2.9334 -0.7724
C -9.3397 -5.3374 -0.9342
H -8.8462 -5.9860 -1.6592
C 0.5078 -0.2396 4.4099
C -1.9218 1.7125 1.5767
H -1.9254 -6.8517 -2.1986
H -1.1378 -0.7483 8.0550
C -3.0895 2.4290 1.8195
H -8.8494 -4.5502 1.0292
C -10.1349 -3.0204 -0.8171
H -1.8762 2.4842 6.4443
C -2.7626 -7.2333 -1.6348
H 0.6559 2.2193 6.6358
O 0.8223 -4.1306 -0.3265
H -4.9478 -7.4842 -1.9500
H -4.7744 5.0647 -0.7340
O 0.5938 -1.9520 -0.7551
C 0.4777 1.2240 7.0377
C -1.9940 1.4569 6.7825
H 1.1683 -0.7836 5.0635
N -3.1149 -4.9384 -0.5855
H -5.6158 2.9717 2.9502
C 5.1287 3.1535 -0.1222
H -2.9147 1.0383 6.3803
H -8.4414 -1.7736 -1.3050
H 0.3416 1.3103 8.1124
H -4.2430 -6.0403 -2.7876
C -6.4176 -3.2418 -0.3053
C -5.4294 3.9311 2.4710
F 5.7951 4.2878 -0.0700
H -3.8738 -6.7181 0.2301
C -0.7809 0.6001 6.4123
O -1.9562 -1.0494 -0.0704
H -4.6275 4.4505 2.9912
H -10.0993 -5.9188 -0.4076
C -1.8201 -4.6121 -0.6030
C -1.3554 1.1745 3.9876
F -6.7697 -0.8818 0.0775
H -2.0948 1.4832 7.8645
C -4.1395 -6.7716 -1.9980
H -2.1800 1.7686 4.3386
C 5.0811 0.7239 0.0252
H -1.8768 -1.2762 6.5464
C -1.0988 1.0776 2.6228
C 3.0134 1.9570 -0.3250
N -0.0550 0.3553 2.1891
H -5.8042 5.7452 0.5136
N -9.9949 -4.2198 -1.6737
C -3.3725 2.7099 -0.5240
H 1.5529 -0.8482 2.6329
H -4.0648 5.6599 0.7684
F 7.1005 1.9129 0.2009
C -8.7438 -2.4604 -0.5104
C -6.2795 3.0412 0.2960
H -5.7400 -5.2553 -0.5784
F 5.7222 -0.4197 0.1746
N -7.7606 -3.5355 -0.4313
C -4.0688 -3.9559 -0.4169
H -7.1824 3.6289 0.4336
C -5.4411 -4.2324 -0.4287
H -9.4063 -3.9641 -2.4764
H -10.6674 -3.2969 0.0949
N -1.4941 1.5471 0.3221
*
```

As for the LUMO energy (spin up / spin down): -10.782 / -10.746 eV. The value obtained for the frontier orbital gap (spin up / spin down) is 4.366 / 4.404 eV.


[3]
Below is the molecule C19H29N3O5S, with properties calculated with ωB97M-V with the def2-TZVPD basis set.

Structure (ORCA input):
```
! wB97M-V def2-TZVPD RIJCOSX def2/J DEFGRID3
* xyz 0 1
C 0.5702 -3.7209 1.7360
H -2.6589 0.8507 2.5482
C -2.6406 1.8376 0.6173
O -4.8373 2.0316 -0.3423
N 0.8802 -1.7189 0.5721
H -0.8165 -2.0535 1.7561
H 1.5822 -1.9135 -2.9995
H 5.4444 2.2045 -0.4616
O -0.3149 -0.9043 -1.1492
H -0.0409 -4.2353 2.4743
C 0.7266 -0.9414 -0.5076
C -2.0136 0.9274 1.6719
H -5.7421 -1.3368 -2.4542
C -1.6794 1.9473 -0.5768
C 4.4727 2.5523 -0.8135
H 3.3238 -2.2236 -2.9430
C 2.5629 -1.4528 -3.0749
H 0.3930 2.4691 -0.9224
C -5.1534 -0.6247 -0.5137
C 1.7546 -2.9806 2.3558
H -0.1462 0.8222 2.7885
H -1.8824 -0.0623 1.2368
H 2.6755 -1.0298 -4.0719
H 2.8829 -2.3290 0.6046
H -2.8170 2.8377 1.0279
C 1.9328 -0.1680 -0.9131
H -0.7943 -2.9080 0.1984
O -4.0261 -0.0090 0.1097
C -0.1802 -2.5901 1.0431
H 2.5888 -3.6381 2.5914
C -0.6514 1.4804 2.0804
H 4.0448 3.2111 -0.0634
H 4.3673 0.6299 -2.8023
S 1.8269 1.7467 1.1740
H 2.4837 -1.0147 1.7395
H -0.4097 3.4814 0.2982
O 2.1740 0.9729 2.3364
C -4.9264 -0.7725 -2.0113
C -0.3243 2.4588 -0.0996
H 0.9203 -4.4473 1.0012
C 3.5501 1.4100 -1.0250
C 2.4804 0.9801 -0.2758
H -5.2493 -1.5993 -0.0307
H -6.0450 -0.0198 -0.3182
C -3.9632 1.3210 0.0845
C 2.6853 -0.3939 -2.0394
H -4.8812 0.2091 -2.4764
H 1.4407 -2.4757 3.2691
H -1.5396 0.9581 -1.0162
N 0.1931 1.5644 0.9106
H 4.6211 3.1047 -1.7405
H -3.9879 -1.2905 -2.1937
N 3.6666 0.5586 -2.0816
C 2.1218 -1.9425 1.2932
O 2.2129 3.1345 1.1810
H -0.7711 2.4710 2.5472
H -2.0869 2.6234 -1.3292
*
```

As for the LUMO energy: 0.574 eV. The SMILES is CCOC(=O)C1CCN(S(=O)(=O)c2c(C)[nH]c(C)c2C(=O)N2CCCC2)CC1. The value obtained for the frontier orbital gap is 9.050 eV.


[4]
Below is a 2-piece molecular cluster, C4H15NO2PS2 overall, with properties calculated with ωB97M-V with the def2-TZVPD basis set.

Structure (ORCA input):
```
! wB97M-V def2-TZVPD RIJCOSX def2/J DEFGRID3
* xyz 1 1
H 0.3361 6.1512 -1.4479
H 1.4056 -1.1214 1.8176
H 0.3059 -3.1751 2.2313
C -0.7032 -0.1101 -0.4178
O 0.0984 5.5964 -0.6925
H -1.4135 -4.1910 0.9184
H -1.3331 -2.9595 -0.3258
H 2.1478 3.0665 -0.6279
C -1.2231 -3.1334 0.7459
C 0.4358 -1.2751 1.3403
H 0.9844 3.3296 -3.0200
H -0.4620 0.6845 -1.1283
C 0.1826 -2.7802 1.2171
H 2.0900 -3.3927 0.7593
H -1.9837 -2.5532 1.2720
H 1.1820 -3.0334 -0.5438
N 1.1554 -3.4659 0.3738
H -0.3345 -0.8078 1.9687
S -0.3347 3.5750 -2.8914
O 0.5168 -0.5840 0.0958
H -1.2835 -0.8665 -0.9495
H -1.3369 0.3075 0.3761
S 1.0930 2.8847 0.1913
P -0.1383 4.0559 -0.9129
H -1.3873 3.7980 -0.3498
*
```

As for the LUMO energy: -4.441 eV. The value obtained for the frontier orbital gap is 6.861 eV.


Sequential E_tot output: -496.03745, -3202.73470, -1680.10518, -1504.10484 hartree